Version P
Below is a cluster of 5 separate species, CH14NO4 in total, with properties calculated with ωB97M-V with the def2-TZVPD basis set.

Results
Frontier orbital gap ... 10.35 eV
Charge ... +1
HOMO ... -0.503 hartree
LUMO energy ... -3.342 eV

Positions of all 20 atoms, in Å:
C (0.00, -3.52, -0.60)
N (-0.09, -2.16, 0.11)
H (-0.15, -4.29, 0.15)
H (1.03, -3.66, -0.88)
H (-0.78, -3.52, -1.36)
H (-0.70, -1.41, -0.22)
H (0.12, -2.11, 1.10)
H (0.79, -1.75, -0.21)
H (2.74, 1.27, 2.36)
H (2.06, 2.64, 2.55)
O (2.09, 1.87, 1.97)
H (3.31, 3.40, -2.43)
H (3.00, 3.69, -0.98)
O (2.66, 3.17, -1.73)
H (-4.76, 1.43, -0.40)
H (-6.21, 1.36, -0.71)
O (-5.38, 1.01, -1.02)
H (-0.42, 1.16, 0.26)
H (0.65, 0.98, 1.26)
O (0.02, 0.44, 0.77)

Partial charges, Mulliken, in e:
1 C -0.691
2 N -0.393
3 H 0.323
4 H 0.322
5 H 0.299
6 H 0.377
7 H 0.352
8 H 0.385
9 H 0.318
10 H 0.329
11 O -0.680
12 H 0.329
13 H 0.316
14 O -0.644
15 H 0.307
16 H 0.327
17 O -0.634
18 H 0.318
19 H 0.360
20 O -0.620

***

Version Q
Below is a cluster of 5 separate species, CH14NO4 in total, with properties calculated with ωB97M-V with the def2-TZVPD basis set.

Results
Frontier orbital gap ... 11.73 eV
Charge ... +1
HOMO ... -0.549 hartree
LUMO energy ... -3.211 eV

Positions of all 20 atoms, in Å:
C (-1.76, -1.43, 0.52)
N (-1.08, -0.36, -0.28)
H (-2.27, -2.06, -0.20)
H (-1.10, -2.14, 0.99)
H (-2.44, -0.98, 1.23)
H (-0.94, -0.65, -1.26)
H (-0.13, -0.24, 0.07)
H (-1.63, 0.50, -0.29)
H (-0.66, 0.26, -3.46)
H (0.72, -0.40, -3.30)
O (-0.20, -0.48, -3.02)
H (2.54, 0.97, 1.16)
H (2.30, 1.98, 2.20)
O (2.50, 1.03, 2.12)
H (2.29, 0.33, -1.28)
H (1.95, 1.86, -1.38)
O (1.61, 0.97, -1.52)
H (-1.26, -0.05, 2.63)
H (0.12, 0.43, 2.88)
O (-0.56, 0.45, 2.19)

Partial charges, Mulliken, in e:
1 C -0.907
2 N -0.183
3 H 0.369
4 H 0.351
5 H 0.362
6 H 0.368
7 H 0.303
8 H 0.354
9 H 0.328
10 H 0.305
11 O -0.693
12 H 0.278
13 H 0.341
14 O -0.615
15 H 0.329
16 H 0.293
17 O -0.595
18 H 0.291
19 H 0.335
20 O -0.611

***

Energy comparison, zero being the most stable, in kJ/mol: version P 56.4; version Q 0.0.

***

Version P
Below is an isolated molecule of C3H8O2, with properties calculated with ωB97M-V with the def2-TZVPD basis set.

Results
Frontier orbital gap ... 10.97 eV
Charge ... 0
HOMO ... -0.374 hartree
LUMO energy ... 0.795 eV

Positions of all 13 atoms, in Å:
C (-1.56, 0.23, 0.34)
C (-0.32, -0.43, -0.20)
O (-0.34, -0.38, -1.61)
C (0.91, 0.29, 0.30)
O (2.04, -0.30, -0.31)
H (-1.60, 1.28, 0.01)
H (-1.56, 0.21, 1.44)
H (-2.45, -0.28, -0.02)
H (-0.25, -1.47, 0.14)
H (0.55, -0.64, -1.90)
H (0.88, 1.36, 0.08)
H (1.01, 0.16, 1.39)
H (2.67, -0.06, 0.37)

Partial charges, Mulliken, in e:
1 C -1.313
2 C 0.399
3 O -0.542
4 C -0.589
5 O -0.516
6 H 0.359
7 H 0.364
8 H 0.317
9 H 0.184
10 H 0.358
11 H 0.280
12 H 0.372
13 H 0.328

***

Version Q
Below is a cluster of 2 separate species, C3H8O2 in total, with properties calculated with ωB97M-V with the def2-TZVPD basis set.

Results
Frontier orbital gap ... 11.73 eV
Charge ... 0
HOMO ... -0.404 hartree
LUMO energy ... 0.722 eV

Positions of all 13 atoms, in Å:
O (-2.46, 1.20, 0.50)
C (-2.38, 1.07, 1.69)
O (-1.20, 0.96, 2.35)
H (-3.28, 0.68, 2.36)
H (-0.61, 0.51, 1.76)
C (1.72, -1.08, -0.85)
C (0.76, 0.00, -1.42)
H (1.22, -1.90, -0.49)
H (2.68, -1.53, -1.31)
H (2.29, -0.64, 0.01)
H (1.26, 0.83, -1.88)
H (0.00, 0.31, -0.61)
H (0.00, -0.41, -2.10)

Partial charges, Mulliken, in e:
1 O -0.422
2 C 0.268
3 O -0.408
4 H 0.259
5 H 0.311
6 C -0.866
7 C -0.528
8 H 0.317
9 H 0.302
10 H 0.240
11 H 0.283
12 H -0.014
13 H 0.257

***

Energy comparison, zero being the most stable, in kJ/mol: version P 0.0; version Q 65.8.

***

Version P
Below is an isolated molecule of C3H8O2, with properties calculated with ωB97M-V with the def2-TZVPD basis set.

Results
Frontier orbital gap ... 10.34 eV
Charge ... 0
HOMO ... -0.342 hartree
LUMO energy ... 1.019 eV

Positions of all 13 atoms, in Å:
C (0.20, 1.19, 0.83)
C (0.05, 0.37, -0.42)
C (1.00, -0.76, -0.45)
O (-1.61, 0.03, -0.71)
O (-1.87, -1.09, 0.19)
H (-0.24, 0.50, 1.59)
H (1.30, 1.20, 0.87)
H (-0.30, 2.15, 0.71)
H (0.29, 1.05, -1.32)
H (2.00, -0.52, 0.05)
H (1.32, -1.09, -1.41)
H (0.59, -1.68, 0.04)
H (-2.73, -1.36, 0.03)

Partial charges, Mulliken, in e:
1 C -1.025
2 C 0.536
3 C -1.186
4 O -0.307
5 O -0.356
6 H 0.271
7 H 0.302
8 H 0.308
9 H 0.225
10 H 0.282
11 H 0.348
12 H 0.313
13 H 0.290

***

Version Q
Below is a cluster of 2 separate species, C3H8O2 in total, with properties calculated with ωB97M-V with the def2-TZVPD basis set.

Results
Frontier orbital gap ... 9.80 eV
Charge ... 0
HOMO ... -0.334 hartree
LUMO energy ... 0.714 eV

Positions of all 13 atoms, in Å:
C (1.82, 0.34, -1.28)
C (0.78, -0.04, -0.53)
C (0.08, -1.35, -0.57)
O (0.12, 0.86, 0.27)
H (2.23, -0.36, -1.96)
H (2.20, 1.35, -1.18)
H (-0.71, -1.30, -1.33)
H (-0.51, -1.44, 0.34)
H (0.75, -2.16, -0.82)
H (0.62, 1.69, 0.24)
O (-2.64, 1.12, 2.42)
H (-1.77, 1.10, 1.98)
H (-2.95, 0.20, 2.42)

Partial charges, Mulliken, in e:
1 C -1.041
2 C 0.891
3 C -1.070
4 O -0.443
5 H 0.266
6 H 0.240
7 H 0.261
8 H 0.289
9 H 0.333
10 H 0.270
11 O -0.643
12 H 0.336
13 H 0.313

***

Version R
Below is a cluster of 2 separate species, C3H8O2 in total, with properties calculated with ωB97M-V with the def2-TZVPD basis set.

Results
Frontier orbital gap ... 8.60 eV
Charge ... 0
HOMO ... -0.286 hartree
LUMO energy ... 0.814 eV

Positions of all 13 atoms, in Å:
C (-0.79, -0.23, 1.94)
C (0.51, -0.56, 1.28)
C (0.71, -0.26, -0.02)
O (1.73, 0.37, -0.64)
H (-1.38, 0.15, 1.08)
H (-1.30, -1.14, 2.31)
H (-0.77, 0.63, 2.62)
H (1.18, -1.17, 1.88)
H (-0.12, -0.48, -0.72)
H (2.46, 0.46, -0.01)
O (-0.68, 0.40, -3.03)
H (-1.06, 0.52, -3.91)
H (-0.48, 1.32, -2.76)

Partial charges, Mulliken, in e:
1 C -0.939
2 C -0.475
3 C 0.014
4 O -0.489
5 H 0.265
6 H 0.262
7 H 0.273
8 H 0.369
9 H 0.409
10 H 0.310
11 O -0.607
12 H 0.296
13 H 0.314

***

Energy comparison, zero being the most stable, in kJ/mol: version P 346.3; version Q 0.0; version R 144.5.

***

Version P
Below is a structure of composition C3H8O2, with properties calculated with ωB97M-V with the def2-TZVPD basis set.

Results
Frontier orbital gap ... 7.78 eV
Charge ... 0
HOMO ... -0.266 hartree
LUMO energy ... 0.546 eV

Positions of all 13 atoms, in Å:
C (-1.73, 0.31, -0.23)
C (0.01, -0.45, 0.55)
O (-0.29, -0.21, -1.02)
C (1.29, 0.29, 0.75)
O (2.35, -0.14, -0.10)
H (-1.56, 1.27, 0.23)
H (-2.31, -0.35, 0.42)
H (-2.24, 0.43, -1.20)
H (0.20, -1.53, 0.60)
H (-0.48, -1.07, -1.43)
H (1.14, 1.37, 0.65)
H (1.62, 0.10, 1.78)
H (2.01, -0.03, -1.00)

Partial charges, Mulliken, in e:
1 C -0.514
2 C -0.493
3 O -0.366
4 C -0.404
5 O -0.524
6 H 0.270
7 H 0.314
8 H 0.274
9 H 0.235
10 H 0.344
11 H 0.235
12 H 0.330
13 H 0.300

***

Version Q
Below is a cluster of 2 separate species, C3H8O2 in total, with properties calculated with ωB97M-V with the def2-TZVPD basis set.

Results
Frontier orbital gap ... 10.31 eV
Charge ... 0
HOMO ... -0.352 hartree
LUMO energy ... 0.722 eV

Positions of all 13 atoms, in Å:
C (0.53, -0.11, 1.17)
C (0.38, -0.78, -0.12)
C (0.46, 0.08, -1.28)
O (0.09, -1.94, -0.21)
H (0.10, -0.80, 1.86)
H (1.58, -0.08, 1.23)
H (0.05, 0.95, 1.24)
H (-0.47, 0.60, -1.29)
H (0.38, -0.61, -2.21)
H (1.29, 0.76, -1.31)
O (-2.10, 0.29, 0.31)
H (-2.34, -0.58, -0.18)
H (-2.05, 0.17, 1.22)

Partial charges, Mulliken, in e:
1 C -1.367
2 C 0.913
3 C -0.901
4 O -0.574
5 H 0.352
6 H 0.459
7 H 0.224
8 H 0.288
9 H 0.268
10 H 0.350
11 O -0.669
12 H 0.352
13 H 0.304

***

Energy comparison, zero being the most stable, in kJ/mol: version P 479.9; version Q 0.0.

***

Version P
Below is an isolated molecule of CH3NOS2, with properties calculated with ωB97M-V with the def2-TZVPD basis set.

Results
Frontier orbital gap ... 9.77 eV
Charge ... 0
HOMO ... -0.347 hartree
LUMO energy ... 0.320 eV

Positions of all 8 atoms, in Å:
N (0.80, 0.47, -0.49)
S (-0.38, 1.31, 0.50)
S (-2.22, 1.03, -0.36)
C (-2.73, -0.57, 0.21)
O (-3.80, -1.07, 0.08)
H (1.14, 1.24, -1.15)
H (1.48, 0.00, 0.14)
H (-1.96, -0.86, 0.79)

Partial charges, Mulliken, in e:
1 N -0.516
2 S -0.036
3 S -0.044
4 C 0.114
5 O -0.408
6 H 0.290
7 H 0.274
8 H 0.326

***

Version Q
Below is an isolated molecule of CH3NOS2, with properties calculated with ωB97M-V with the def2-TZVPD basis set.

Results
Frontier orbital gap ... 8.78 eV
Charge ... 0
HOMO ... -0.319 hartree
LUMO energy ... 0.111 eV

Positions of all 8 atoms, in Å:
C (-0.67, 0.56, -0.21)
N (-0.30, -0.95, 0.07)
O (0.99, -1.20, -0.26)
S (1.98, -0.17, 0.49)
S (0.83, 1.40, -0.37)
H (-1.07, 0.62, -1.27)
H (-1.37, 0.89, 0.41)
H (-0.40, -1.16, 1.14)

Partial charges, Mulliken, in e:
1 C -0.298
2 N -0.325
3 O -0.199
4 S 0.059
5 S -0.149
6 H 0.206
7 H 0.422
8 H 0.283

***

Energy comparison, zero being the most stable, in kJ/mol: version P 0.0; version Q 214.5.

***

Version P
Below is a cluster of 2 separate species, C7H12NO2 in total, with properties calculated with ωB97M-V with the def2-TZVPD basis set.

Results
Frontier orbital gap (alpha / beta) ... 9.79 / 5.74 eV
Charge ... +1
HOMO (alpha / beta) ... -0.508 / -0.448 hartree
LUMO energy (alpha / beta) ... -4.049 / -6.458 eV

Positions of all 22 atoms, in Å:
C (-3.15, 0.01, -0.20)
C (-1.80, 0.15, -0.14)
C (1.98, 1.04, 1.12)
C (1.22, -1.26, 0.63)
C (2.47, 1.09, -0.40)
C (1.84, -1.08, -0.80)
C (-4.53, 0.20, -0.55)
N (0.86, 0.06, 0.95)
O (-2.46, -0.65, 0.77)
O (2.93, -0.18, -0.68)
H (2.84, 0.62, 1.71)
H (1.73, 2.09, 1.33)
H (0.37, -1.99, 0.77)
H (2.14, -1.54, 1.31)
H (1.60, 1.19, -1.05)
H (3.35, 1.79, -0.49)
H (2.33, -2.06, -1.14)
H (1.02, -0.70, -1.47)
H (-5.15, -0.63, -1.04)
H (-4.46, 0.88, -1.35)
H (-5.16, 0.48, 0.26)
H (0.03, 0.47, 0.48)

Partial charges, Mulliken, in e:
1 C 0.262
2 C -0.078
3 C -0.433
4 C -0.395
5 C -0.459
6 C -0.387
7 C -1.088
8 N 0.094
9 O -0.263
10 O -0.368
11 H 0.327
12 H 0.370
13 H 0.304
14 H 0.310
15 H 0.446
16 H 0.344
17 H 0.331
18 H 0.348
19 H 0.314
20 H 0.320
21 H 0.311
22 H 0.390

***

Version Q
Below is the ion C7H12NO2 with charge +1, with properties calculated with ωB97M-V with the def2-TZVPD basis set.

Results
Frontier orbital gap ... 8.38 eV
Charge ... +1
HOMO ... -0.493 hartree
LUMO energy ... -5.046 eV

Positions of all 22 atoms, in Å:
O (-3.55, -1.05, -0.12)
C (-2.58, -0.54, -0.69)
O (-1.95, -1.28, -1.75)
C (-2.01, 0.87, -0.23)
C (-0.54, 1.17, -0.83)
C (0.52, 0.60, 0.22)
C (2.08, 0.70, -0.14)
C (2.63, -0.24, 1.03)
N (1.73, -1.12, 1.43)
C (0.49, -0.95, 0.60)
H (-2.09, -2.23, -1.56)
H (-1.95, 0.89, 0.92)
H (-2.77, 1.66, -0.52)
H (-0.42, 0.71, -1.88)
H (-0.47, 2.31, -0.90)
H (0.26, 1.13, 1.21)
H (2.42, 0.54, -1.20)
H (2.42, 1.73, 0.19)
H (3.68, -0.15, 1.47)
H (1.77, -1.83, 2.17)
H (0.80, -1.49, -0.36)
H (-0.48, -1.42, 0.95)

Partial charges, Mulliken, in e:
1 O -0.524
2 C 0.424
3 O -0.451
4 C -0.582
5 C -0.640
6 C -0.040
7 C -0.659
8 C -0.040
9 N 0.005
10 C -0.596
11 H 0.355
12 H 0.325
13 H 0.387
14 H 0.356
15 H 0.346
16 H 0.266
17 H 0.343
18 H 0.359
19 H 0.396
20 H 0.298
21 H 0.255
22 H 0.418

***

Energy comparison, zero being the most stable, in kJ/mol: version P 570.0; version Q 0.0.